<P>
# H20O10

10 unconnected molecules or ions with the total composition H20O10 (ωB97M-V with the def2-TZVPD basis set, the OMol25 dataset).

The LUMO energy is -0.679 eV. Its highest occupied orbital energy is -0.393 hartree. Its SMILES is O.O.O.O.O.O.O.O.O.O.

Last column: Löwdin charge in e.
Element x y z (Å)
O1 -0.43 -0.41 0.69  -0.06
H1 0.43 -0.77 0.44  -0.01
H2 -0.64 0.25 0.03  -0.02
O2 2.15 -3.69 -1.10  -0.06
H3 2.00 -3.06 -0.41  -0.02
H4 1.25 -3.88 -1.35  0.01
O3 -0.74 0.93 -1.63  -0.05
H5 -1.01 1.85 -1.81  0.09
H6 -0.37 0.65 -2.50  0.10
O4 -3.62 -0.64 -0.64  -0.02
H7 -2.73 -0.60 -0.86  -0.05
H8 -3.80 -1.54 -0.38  0.05
O5 2.68 0.46 1.66  -0.04
H9 3.36 1.07 1.32  0.08
H10 1.93 0.92 2.09  0.04
O6 -0.78 -2.26 -1.71  -0.03
H11 -0.79 -1.66 -0.93  0.02
H12 -0.28 -1.98 -2.45  0.01
O7 1.50 2.91 -0.78  -0.04
H13 0.93 2.16 -0.67  -0.02
H14 1.16 3.55 -1.40  0.03
O8 1.86 -1.22 -0.17  -0.05
H15 2.03 -0.74 -1.00  0.10
H16 2.25 -0.64 0.47  -0.01
O9 -3.16 0.78 2.57  -0.05
H17 -2.71 1.42 3.11  0.01
H18 -2.39 0.35 2.16  0.01
O10 0.30 1.90 2.02  -0.02
H19 -0.26 2.60 1.76  0.03
H20 -0.13 1.27 1.46  -0.02

=====

<Q>
# H20O10

10 unconnected molecules or ions with the total composition H20O10 (ωB97M-V with the def2-TZVPD basis set, the OMol25 dataset).

The LUMO energy is -0.346 eV. Its highest occupied orbital energy is -0.376 hartree. Its SMILES is O.O.O.O.O.O.O.O.O.O.

Last column: Löwdin charge in e.
Element x y z (Å)
O1 1.30 2.39 -1.60  -0.01
H1 0.81 1.86 -2.24  0.04
H2 1.08 3.30 -1.78  0.06
O2 -1.73 1.64 -1.20  -0.04
H3 -2.18 1.33 -0.40  0.07
H4 -2.23 1.22 -1.94  0.08
O3 2.39 -1.18 -1.27  -0.04
H5 1.55 -0.96 -0.93  -0.06
H6 2.72 -2.01 -0.87  0.05
O4 2.92 1.26 0.61  -0.05
H7 2.16 1.23 0.05  -0.06
H8 2.59 1.01 1.48  0.03
O5 -2.90 -0.76 3.32  -0.06
H9 -3.60 -0.95 2.68  0.02
H10 -2.14 -0.84 2.76  -0.02
O6 -1.75 -1.51 1.12  -0.02
H11 -2.55 -1.52 0.58  0.08
H12 -1.13 -2.10 0.78  -0.01
O7 0.42 2.68 1.63  -0.03
H13 0.54 2.07 0.92  -0.05
H14 1.02 3.34 1.39  0.01
O8 0.52 -2.74 0.04  -0.05
H15 1.10 -2.39 0.78  0.13
H16 0.71 -3.66 -0.05  0.07
O9 0.14 0.40 0.16  -0.06
H17 -0.55 -0.23 0.36  0.00
H18 -0.25 0.93 -0.51  -0.03
O10 -0.61 -1.44 -2.11  -0.03
H19 -0.23 -0.64 -2.43  0.01
H20 -0.11 -1.74 -1.35  -0.04

=====

Stability check: which of them is least stable? <Q>.

=====

<P>
# H20O10

10 unconnected molecules or ions with the total composition H20O10 (ωB97M-V with the def2-TZVPD basis set, the OMol25 dataset).

The LUMO energy is -0.016 eV. Its highest occupied orbital energy is -0.408 hartree. Its SMILES is O.O.O.O.O.O.O.O.O.O.

Last column: Löwdin charge in e.
Element x y z (Å)
O1 -4.65 -0.71 -0.54  -0.05
H1 -5.40 -1.13 -0.13  0.03
H2 -4.69 -0.97 -1.46  0.03
O2 -5.99 2.61 0.57  -0.05
H3 -5.24 2.08 0.31  0.02
H4 -6.75 2.09 0.31  0.02
O3 4.37 -0.33 1.91  -0.05
H5 4.24 -0.31 0.96  0.02
H6 3.50 -0.50 2.27  0.02
O4 2.43 1.42 -2.90  -0.05
H7 2.36 2.15 -2.28  0.03
H8 3.18 0.92 -2.60  0.01
O5 1.40 -3.60 -1.13  -0.05
H9 0.75 -4.29 -1.26  0.03
H10 1.77 -3.78 -0.27  0.03
O6 -0.36 -0.20 0.28  -0.05
H11 -1.22 -0.56 0.06  0.03
H12 0.25 -0.65 -0.32  0.02
O7 -1.42 3.23 1.76  -0.05
H13 -0.78 2.55 1.56  0.02
H14 -1.40 3.31 2.71  0.03
O8 1.14 -2.25 3.88  -0.05
H15 1.65 -1.99 4.65  0.03
H16 0.49 -1.56 3.78  0.03
O9 5.16 -1.29 -2.18  -0.05
H17 4.44 -1.92 -2.23  0.03
H18 5.93 -1.82 -1.99  0.03
O10 -2.06 2.55 -2.09  -0.05
H19 -1.76 2.94 -1.27  0.02
H20 -1.33 2.01 -2.38  0.02

=====

<Q>
# H20O10

10 unconnected molecules or ions with the total composition H20O10 (ωB97M-V with the def2-TZVPD basis set, the OMol25 dataset).

The LUMO energy is 0.398 eV. Its highest occupied orbital energy is -0.399 hartree. Its SMILES is O.O.O.O.O.O.O.O.O.O.

Last column: Löwdin charge in e.
Element x y z (Å)
O1 7.92 6.29 7.24  -0.05
H1 7.16 6.90 7.25  0.03
H2 8.30 6.31 8.12  0.05
O2 4.53 6.53 3.31  -0.04
H3 4.01 6.01 3.91  0.00
H4 3.88 7.00 2.77  0.06
O3 4.14 9.18 8.05  -0.08
H5 4.15 9.49 8.97  0.04
H6 4.06 8.22 8.16  -0.02
O4 6.85 8.80 3.94  -0.05
H7 5.99 8.63 3.56  0.01
H8 6.76 9.72 4.19  0.04
O5 5.97 4.06 4.35  -0.05
H9 6.64 4.78 4.31  0.01
H10 6.46 3.26 4.37  0.04
O6 5.49 7.25 6.18  -0.04
H11 5.41 8.08 5.68  0.03
H12 5.57 6.50 5.64  0.00
O7 4.33 6.36 8.46  -0.04
H13 4.28 5.99 7.59  0.02
H14 3.72 5.89 9.02  0.04
O8 3.47 4.40 5.33  -0.08
H15 4.34 4.03 5.03  0.00
H16 3.00 3.71 5.81  0.04
O9 4.26 10.17 4.70  -0.04
H17 3.71 9.44 4.97  0.03
H18 4.32 10.65 5.54  0.05
O10 7.77 6.06 4.63  -0.05
H19 8.12 6.32 5.48  0.00
H20 7.75 6.90 4.14  0.04

=====

Stability check: which of them is least stable? <P>.

=====

<P>
# H20O10

10 unconnected molecules or ions with the total composition H20O10 (ωB97M-V with the def2-TZVPD basis set, the OMol25 dataset).

The LUMO energy is -0.538 eV. Its highest occupied orbital energy is -0.386 hartree. Its SMILES is O.O.O.O.O.O.O.O.O.O.

Last column: Löwdin charge in e.
Element x y z (Å)
O1 -22.37 -18.38 -3.96  -0.05
H1 -21.54 -18.74 -3.62  0.02
H2 -22.11 -17.60 -4.48  0.02
O2 -23.36 -15.65 -5.20  -0.05
H3 -24.06 -15.33 -4.61  0.07
H4 -22.56 -15.19 -4.91  0.07
O3 -20.82 -20.41 -0.53  -0.07
H5 -21.70 -20.17 -0.21  0.02
H6 -20.62 -19.78 -1.23  -0.01
O4 -20.90 -21.46 -3.11  -0.07
H7 -20.76 -21.44 -2.14  0.01
H8 -20.16 -21.97 -3.46  0.03
O5 -18.10 -20.38 -4.26  -0.05
H9 -18.76 -19.75 -3.92  -0.01
H10 -17.50 -19.85 -4.79  0.04
O6 -24.89 -19.16 -3.33  -0.08
H11 -25.14 -18.23 -3.32  0.03
H12 -23.98 -19.17 -3.68  0.01
O7 -23.39 -19.39 -0.96  -0.06
H13 -24.14 -19.74 -1.47  0.04
H14 -23.38 -18.45 -1.18  0.04
O8 -25.04 -17.21 -6.63  -0.07
H15 -24.32 -16.74 -6.15  -0.03
H16 -25.28 -16.62 -7.35  0.03
O9 -19.64 -18.38 -2.60  -0.05
H17 -18.70 -18.20 -2.53  0.07
H18 -20.06 -17.68 -2.09  0.07
O10 -20.93 -17.57 -6.81  -0.04
H19 -20.37 -16.80 -6.63  0.03
H20 -21.45 -17.31 -7.58  0.04

=====

<Q>
# H20O10

A molecular structure, H20O10 (ωB97M-V with the def2-TZVPD basis set, the OMol25 dataset).

The LUMO energy is -0.420 eV. Its highest occupied orbital energy is -0.321 hartree.

Last column: Löwdin charge in e.
Element x y z (Å)
O1 -0.42 -0.67 1.96  0.17
H1 -1.32 -0.99 1.90  0.18
H2 0.04 -1.36 2.45  0.18
O2 1.88 -0.46 -1.56  0.12
H3 2.11 0.47 -1.57  0.14
H4 2.60 -0.87 -1.07  0.13
O3 -1.01 1.80 -1.86  -0.08
H5 -0.74 1.81 -0.94  -0.05
H6 -1.35 0.92 -1.99  -0.17
O4 0.18 0.47 0.28  -0.05
H7 -0.04 0.08 1.13  -0.11
H8 0.31 -0.28 -0.30  0.05
O5 0.41 -2.60 -0.20  -0.04
H9 -0.27 -2.08 -0.64  -0.02
H10 1.18 -2.50 -0.77  0.04
O6 -0.07 -1.11 -1.68  -0.11
H11 -0.50 -0.91 -2.52  0.13
H12 0.81 -0.75 -1.77  -0.18
O7 2.16 0.39 1.03  -0.03
H13 1.39 0.07 0.56  -0.10
H14 2.70 0.80 0.35  0.03
O8 -1.34 0.89 2.93  -0.03
H15 -0.87 0.30 2.33  -0.21
H16 -1.22 0.50 3.79  0.05
O9 -0.64 2.50 0.46  -0.04
H17 -0.74 2.58 1.41  0.04
H18 -0.28 1.63 0.33  -0.13
O10 -1.87 0.11 -1.30  0.00
H19 -2.12 -0.72 -1.69  0.10
H20 -0.95 0.00 -1.05  0.01

=====

Stability check: which of them is least stable? <Q>.

=====

<P>
# H20O10

10 unconnected molecules or ions with the total composition H20O10 (ωB97M-V with the def2-TZVPD basis set, the OMol25 dataset).

The LUMO energy is 0.064 eV. Its highest occupied orbital energy is -0.384 hartree. Its SMILES is O.O.O.O.O.O.O.O.O.O.

Last column: Löwdin charge in e.
Element x y z (Å)
O1 2.22 -2.63 1.25  -0.08
H1 2.51 -3.54 1.25  0.02
H2 2.38 -2.14 0.41  -0.02
O2 -2.94 -1.66 1.46  -0.08
H3 -3.34 -2.24 2.11  0.03
H4 -2.46 -1.08 2.09  0.04
O3 0.45 2.90 -2.33  -0.06
H5 1.23 2.66 -2.82  0.02
H6 0.73 3.63 -1.78  0.03
O4 -0.90 -1.64 -2.16  -0.06
H7 -1.31 -2.36 -2.68  0.06
H8 -1.66 -1.42 -1.57  0.06
O5 3.57 -1.24 -0.62  -0.06
H9 3.65 -0.84 0.26  0.06
H10 2.90 -0.76 -1.12  0.02
O6 1.28 0.22 -3.58  -0.07
H11 1.16 -0.34 -4.40  0.08
H12 0.64 -0.26 -3.04  -0.01
O7 -0.52 2.68 2.64  -0.05
H13 -0.94 3.32 2.06  0.03
H14 -1.05 2.52 3.42  0.04
O8 0.95 -0.25 -0.17  -0.05
H15 0.03 -0.45 0.05  0.05
H16 0.75 0.34 -0.92  0.03
O9 0.24 0.03 3.07  -0.06
H17 0.57 -0.74 3.51  0.04
H18 0.18 0.25 2.15  0.00
O10 -3.56 1.64 0.79  -0.05
H19 -2.79 2.18 0.64  0.02
H20 -3.97 1.25 0.02  0.03

=====

<Q>
# H20O10

10 unconnected molecules or ions with the total composition H20O10 (ωB97M-V with the def2-TZVPD basis set, the OMol25 dataset).

The LUMO energy is 0.124 eV. Its highest occupied orbital energy is -0.401 hartree. Its SMILES is O.O.O.O.O.O.O.O.O.O.

Last column: Löwdin charge in e.
Element x y z (Å)
O1 3.03 -2.08 5.00  -0.05
H1 3.38 -1.54 5.71  0.03
H2 2.68 -1.46 4.37  0.03
O2 0.24 0.65 0.21  -0.05
H3 0.73 -0.13 -0.06  0.03
H4 0.63 1.36 -0.30  0.03
O3 2.97 -0.76 -4.37  -0.05
H5 3.53 -0.88 -3.60  0.02
H6 2.53 0.08 -4.21  0.02
O4 -1.91 5.56 0.51  -0.05
H7 -1.55 6.14 -0.17  0.02
H8 -2.22 6.16 1.19  0.03
O5 -3.94 1.40 -0.29  -0.05
H9 -3.00 1.22 -0.23  0.02
H10 -4.00 2.35 -0.37  0.03
O6 -2.36 0.29 4.16  -0.05
H11 -2.63 -0.60 3.92  0.03
H12 -1.72 0.53 3.50  0.02
O7 5.01 -1.93 -0.83  -0.05
H13 5.19 -1.49 0.00  0.03
H14 5.41 -2.79 -0.74  0.03
O8 -1.24 -4.21 -1.99  -0.06
H15 -1.20 -5.11 -1.66  0.03
H16 -0.82 -4.25 -2.85  0.03
O9 0.71 3.48 -3.45  -0.05
H17 1.52 3.99 -3.55  0.03
H18 0.03 4.03 -3.83  0.03
O10 -3.64 -3.12 1.64  -0.05
H19 -4.35 -3.70 1.38  0.03
H20 -3.01 -3.17 0.91  0.02

=====

<R>
# H20O10

10 unconnected molecules or ions with the total composition H20O10 (ωB97M-V with the def2-TZVPD basis set, the OMol25 dataset).

The LUMO energy is -0.099 eV. Its highest occupied orbital energy is -0.357 hartree. Its SMILES is O.O.O.O.O.O.O.O.O.O.

Last column: Löwdin charge in e.
Element x y z (Å)
O1 -0.26 0.54 0.02  -0.09
H1 -1.16 0.90 -0.17  0.06
H2 -0.45 -0.40 0.09  0.03
O2 3.74 0.12 1.83  -0.01
H3 4.63 -0.02 2.15  0.07
H4 3.34 -0.34 2.51  0.01
O3 -2.96 -1.98 3.46  -0.05
H5 -2.08 -1.74 3.21  0.00
H6 -3.00 -2.90 3.15  0.05
O4 4.12 -0.01 -1.83  -0.06
H7 3.47 -0.75 -1.96  0.06
H8 3.63 0.68 -2.21  -0.02
O5 2.30 0.34 -0.12  -0.13
H9 2.61 1.10 0.40  0.04
H10 2.46 -0.39 0.56  0.06
O6 -3.41 -3.19 -2.58  -0.06
H11 -2.96 -2.36 -2.66  -0.01
H12 -3.24 -3.54 -3.48  0.06
O7 -3.44 0.04 -2.71  -0.08
H13 -3.68 0.94 -3.09  0.08
H14 -4.13 -0.47 -2.33  0.01
O8 0.17 -0.27 -3.21  -0.07
H15 0.26 -1.25 -3.14  0.05
H16 0.85 0.00 -2.59  0.00
O9 0.07 4.34 0.42  -0.09
H17 0.24 3.57 0.94  0.00
H18 -0.94 4.12 0.29  0.09
O10 -0.19 0.26 4.66  -0.02
H19 -0.73 0.97 5.01  0.05
H20 -0.25 0.20 3.75  -0.02

=====

Stability check: which of them is least stable? <R>.